Molecular formula: C37H97N9O12
Method: DFT, ωB97M-V/def2-TZVPD

Properties
Orbital gap (alpha / beta), eV: 6.65 / 1.34
Total charge: +1
HOMO (alpha / beta), eV: -9.74 / -9.74
E_tot, a.u.: -2862.8255
2S+1: 2
M, g/mol: 860.2

Each line ends with the Mulliken spin population.
Element x y z (Å)
C  1.1749  6.5891  -0.5148  0.0000
O  1.1087  6.8371  -1.6931  0.0000
N  0.6003  5.6056  0.1192  0.0000
N  1.7732  7.4178  0.3111  0.0000
H  0.5333  5.5518  1.1255  0.0000
H  -0.0152  4.9788  -0.3792  0.0000
H  1.3758  7.6579  1.2080  0.0000
H  2.2120  8.1921  -0.1664  0.0000
C  11.2786  2.5768  2.7003  0.0000
O  10.0356  1.9097  2.4079  0.0000
C  9.4644  1.3302  3.5528  0.0000
C  8.1020  0.9089  3.0692  0.0000
N  7.2832  0.6674  4.2767  0.0000
C  6.0792  -0.1395  3.9668  0.0000
C  5.1915  0.4883  2.9387  -0.0002
O  4.5322  1.6742  3.2989  0.0000
C  3.7488  1.5510  4.4774  -0.0001
H  11.1575  3.5957  3.0679  0.0000
H  11.8268  2.6962  1.7658  0.0000
H  11.9311  2.0333  3.3836  0.0000
H  9.3789  2.1587  4.2560  0.0000
H  10.0653  0.5201  3.9660  0.0000
H  8.1904  0.0765  2.3709  0.0000
H  7.6403  1.6628  2.4315  0.0000
H  6.9650  1.5668  4.6083  0.0000
H  5.4851  -0.3688  4.8514  0.0000
H  6.4752  -1.0875  3.6026  0.0000
H  4.4004  -0.1170  2.4963  0.0002
H  5.7534  0.5598  2.0074  0.0000
H  3.0433  2.3715  4.6083  0.0000
H  4.3502  1.4672  5.3826  0.0000
H  3.1852  0.6216  4.3959  0.0001
C  -3.2295  2.9367  -3.2484  0.0001
O  -4.3944  2.1729  -3.3745  -0.0008
C  -4.9214  1.9504  -4.6940  0.0057
C  -6.5262  1.8062  -4.6909  0.0740
N  -7.0675  1.0658  -5.8921  0.7800
C  -8.5576  1.1677  -6.0168  0.0325
C  -9.2859  0.2373  -5.0619  0.0656
O  -10.6454  -0.0856  -5.6054  0.0191
C  -10.7058  -0.9555  -6.7188  0.0010
H  -3.0519  3.0422  -2.1781  0.0001
H  -3.3571  3.9548  -3.6160  -0.0001
H  -2.2593  2.5776  -3.5920  0.0001
H  -4.5278  1.0385  -5.1430  -0.0028
H  -4.6631  2.7783  -5.3543  0.0006
H  -6.9479  2.8102  -4.6409  0.0226
H  -6.9128  1.2031  -3.8693  -0.0054
H  -6.6746  1.3786  -6.7684  -0.0154
H  -8.9071  1.0183  -7.0384  0.0004
H  -8.8880  2.1560  -5.6972  0.0271
H  -9.3296  0.7734  -4.1139  0.0040
H  -8.7327  -0.6725  -4.8287  -0.0103
H  -11.6117  -0.7403  -7.2855  -0.0003
H  -10.8832  -1.9518  -6.3137  0.0002
H  -9.9326  -0.9354  -7.4868  0.0002
C  0.8244  -9.7972  3.2434  0.0000
O  0.1197  -8.6121  2.8250  0.0000
C  -1.3406  -8.5332  2.8798  0.0000
C  -1.7734  -7.0436  2.9666  0.0000
N  -1.0522  -6.2932  1.8923  0.0000
C  -1.3184  -4.8828  1.7004  0.0000
C  -0.3756  -4.2860  0.6153  0.0000
O  0.9867  -4.3978  1.0093  0.0000
C  1.9006  -3.8968  -0.0675  0.0000
H  0.7719  -10.5115  2.4217  0.0000
H  0.2293  -10.3684  3.9559  0.0000
H  1.8398  -9.7240  3.6329  0.0000
H  -1.8213  -9.1319  3.6534  0.0000
H  -1.6269  -9.0030  1.9388  0.0000
H  -1.6778  -6.7523  4.0126  0.0000
H  -2.8573  -7.0679  2.8544  0.0000
H  -0.1023  -6.2870  2.2355  0.0000
H  -1.2690  -4.4352  2.6931  0.0000
H  -2.3614  -4.7706  1.4045  0.0000
H  -0.5479  -3.2268  0.4242  0.0000
H  -0.5735  -4.7053  -0.3712  0.0000
H  1.5116  -3.0324  -0.6055  0.0000
H  2.2889  -4.6291  -0.7755  0.0000
H  2.8839  -3.5953  0.2934  0.0000
C  -3.0333  0.0869  2.5641  0.0001
O  -3.4141  -0.1319  1.2036  0.0001
C  -3.2601  1.0512  0.4058  0.0004
C  -4.2152  2.1976  0.6352  -0.0004
N  -5.6502  1.8398  0.6835  0.0004
C  -6.1206  1.1323  -0.5395  -0.0011
C  -7.6262  0.8400  -0.4620  0.0006
O  -7.8807  -0.3245  -1.1499  0.0000
C  -9.2175  -0.7815  -1.1012  0.0000
H  -3.2899  -0.8212  3.1096  0.0000
H  -3.5168  0.9660  2.9903  0.0000
H  -1.9905  0.2957  2.8030  -0.0001
H  -3.3454  0.6532  -0.6054  0.0000
H  -2.2247  1.3694  0.2837  -0.0003
H  -4.1111  2.9298  -0.1656  0.0002
H  -3.9929  2.8064  1.5116  0.0000
H  -6.0137  2.7806  0.7354  0.0000
H  -5.5829  0.1854  -0.5870  -0.0001
H  -5.9876  1.6945  -1.4639  0.0023
H  -8.1547  1.6652  -0.9393  -0.0001
H  -7.8623  0.9391  0.5975  0.0002
H  -10.0057  -0.0998  -1.4205  -0.0001
H  -9.4533  -1.1598  -0.1065  0.0001
H  -9.3391  -1.5978  -1.8132  -0.0001
C  -0.5273  0.3709  5.6332  0.0000
C  -0.3174  -1.0885  5.4393  0.0000
C  1.0544  -1.3103  4.6748  0.0000
O  1.2266  -2.6953  4.1713  0.0000
C  2.4178  -2.9333  3.4964  0.0000
N  -0.3529  -1.8533  6.7324  0.0000
H  -1.1798  0.7226  4.8340  0.0000
H  0.4078  0.9270  5.7005  0.0000
H  -1.0397  0.6696  6.5477  0.0000
H  -1.0731  -1.4528  4.7434  0.0000
H  1.8080  -0.9368  5.3681  0.0000
H  1.1993  -0.8348  3.7048  0.0000
H  2.5195  -4.0183  3.4727  0.0000
H  3.1377  -2.6249  4.2545  0.0000
H  2.5123  -2.2907  2.6210  0.0000
H  -1.3335  -1.8997  6.9700  0.0000
H  -0.2381  -2.8186  6.4583  0.0000
C  6.1392  1.1692  -5.9600  0.0000
C  4.8373  1.9886  -6.0134  0.0000
C  3.8144  1.6471  -4.9690  0.0000
O  3.5307  0.2123  -5.0889  0.0000
C  2.7378  -0.2889  -4.1349  0.0000
N  5.4326  3.2933  -5.8218  0.0000
H  6.7443  1.3451  -6.8494  0.0000
H  5.8820  0.1167  -5.8411  0.0000
H  6.7205  1.3875  -5.0642  0.0000
H  4.3336  2.1141  -6.9719  0.0000
H  2.8192  2.0469  -5.1633  0.0000
H  4.1659  1.8811  -3.9641  0.0000
H  2.2130  -1.1342  -4.5801  0.0000
H  1.9583  0.4416  -3.9181  0.0000
H  3.3178  -0.3850  -3.2170  0.0000
H  5.8302  3.2916  -4.8933  0.0000
H  6.2434  3.3239  -6.4232  0.0000
C  3.5082  -0.1440  -0.1507  0.0002
C  3.3707  1.4363  -0.5680  0.0000
C  2.1039  2.1432  -0.3030  0.0000
O  1.0960  1.5719  -1.0144  0.0000
C  0.1215  2.4625  -1.5173  0.0000
N  4.4857  2.0712  0.1530  0.0000
H  2.9941  -0.8461  -0.8072  0.0000
H  3.1437  -0.3904  0.8466  -0.0001
H  4.5310  -0.5190  -0.1880  0.0000
H  3.6805  1.5982  -1.6004  -0.0001
H  2.2462  3.2237  -0.3197  0.0000
H  1.9602  2.0011  0.7681  0.0000
H  0.5862  3.0482  -2.3104  0.0000
H  -0.3490  2.9968  -0.6919  0.0000
H  -0.7173  1.9426  -1.9802  0.0000
H  4.2660  2.1588  1.1349  0.0000
H  4.3467  3.0472  -0.0667  0.0000